(1)
Molecular formula: C4H8O2
Method: DFT, ωB97M-V/def2-TZVPD

ORCA input file:
```
! wB97M-V def2-TZVPD RIJCOSX def2/J DEFGRID3
* xyz 0 1
C -1.035 -0.650 -0.114
C 0.032 0.092 -0.455
C 0.128 1.575 -0.217
C 1.074 -0.567 -1.263
O 1.995 0.010 -1.800
H -1.901 -0.223 0.387
H -1.107 -1.709 -0.345
H 1.163 1.922 -0.269
H -0.298 1.880 0.746
H -0.427 2.082 -1.010
H 0.938 -1.665 -1.378
O -0.207 -1.311 1.931
H 0.383 -0.769 1.374
H -0.738 -0.667 2.414
*
```

Properties
HOMO-LUMO gap: 9.96 eV
energy above the lowest of the compared OMol25 structures with the same formula, charge and spin: 203.26 kJ/mol
maximum force: 1.1 eV Å⁻¹



(2)
Molecular formula: C16H28MoN5O3PTe
Method: DFT, ωB97M-V/def2-TZVPD

ORCA input file:
```
! wB97M-V def2-TZVPD RIJCOSX def2/J DEFGRID3
* xyz 2 1
Mo -0.436 -0.628 0.524
N -1.134 1.072 5.372
N -0.897 0.109 4.467
N -0.991 -1.169 4.781
C -0.755 -1.764 3.631
N -0.533 -0.853 2.666
N -0.628 0.355 3.231
H -1.034 0.737 6.320
H -0.762 1.973 5.110
H -0.746 -2.831 3.490
C -2.430 -4.622 -1.038
C -1.111 -4.426 -1.453
C -0.419 -3.311 -1.030
C -1.035 -2.379 -0.178
C -2.368 -2.595 0.228
C -3.062 -3.713 -0.200
H -2.971 -5.493 -1.384
H -0.644 -5.142 -2.114
H 0.595 -3.139 -1.368
H -2.891 -1.880 0.867
H -4.086 -3.874 0.107
C -2.098 3.842 -3.987
C -2.412 2.598 -3.199
O -1.790 2.693 -1.865
P -0.466 1.986 -1.452
O -0.975 0.586 -0.696
Te 1.083 1.321 -3.004
O -0.017 2.746 -0.153
C 0.039 4.217 -0.072
C 0.899 4.831 -1.147
H -2.644 3.819 -4.930
H -1.033 3.902 -4.215
H -2.404 4.733 -3.441
H -2.040 1.696 -3.686
H -3.472 2.490 -2.989
H 0.446 4.394 0.920
H -0.988 4.577 -0.110
H 1.914 4.436 -1.119
H 0.946 5.907 -0.983
H 0.481 4.669 -2.141
C 3.400 -1.802 -0.854
C 2.598 -1.432 0.399
C 2.400 -2.652 1.298
C 3.328 -0.309 1.166
C 1.290 -0.807 -0.004
H 4.342 -2.262 -0.558
H 3.623 -0.919 -1.453
H 2.864 -2.518 -1.478
H 3.367 -2.979 1.681
H 1.955 -3.486 0.757
H 1.773 -2.413 2.162
H 4.340 -0.646 1.395
H 2.824 -0.078 2.106
H 3.402 0.600 0.569
H 1.364 -0.171 -0.947
*
```

Properties
HOMO-LUMO gap: 5.59 eV
maximum force: 0.4 eV Å⁻¹



(3)
Molecular formula: C4H6OS4
Method: DFT, ωB97M-V/def2-TZVPD

ORCA input file:
```
! wB97M-V def2-TZVPD RIJCOSX def2/J DEFGRID3
* xyz 0 1
C 0.230 1.157 0.252
C -0.239 0.903 1.504
C -0.320 0.160 -0.674
C -1.449 -0.565 0.131
O -1.225 -0.023 1.421
S 1.399 -1.468 0.285
S -0.090 0.191 -2.429
S -3.000 0.559 -0.510
S -1.729 -2.296 0.238
H 0.973 1.741 -0.200
H -0.008 1.182 2.550
H 1.786 -2.046 -0.874
H 0.269 1.504 -2.388
H -2.859 -0.021 -1.616
H -0.400 -2.315 0.461
*
```

Properties
HOMO-LUMO gap (spin up / spin down): 6.87 / 6.87 eV
energy above the lowest of the compared OMol25 structures with the same formula, charge and spin: 66.54 kJ/mol
maximum force: 3.6 eV Å⁻¹



(4)
Molecular formula: ClFH2NP
Method: DFT, ωB97M-V/def2-TZVPD

ORCA input file:
```
! wB97M-V def2-TZVPD RIJCOSX def2/J DEFGRID3
* xyz 0 1
N 1.529 0.037 -0.470
F -1.683 1.349 0.782
P -1.375 0.403 -0.548
Cl -1.968 -1.326 0.223
H 1.962 0.538 0.347
H 1.536 -1.002 -0.333
*
```

Properties
HOMO-LUMO gap (spin up / spin down): 9.90 / 7.54 eV
energy above the lowest of the compared OMol25 structures with the same formula, charge and spin: 339.58 kJ/mol
maximum force: 2.0 eV Å⁻¹